(1)
DFT (ωB97M-V with the def2-TZVPD basis set) results for 2 unconnected molecules or ions with the total composition C25H52N3O5PS at a distorted geometry.

Summary:
molar mass	537.7	g mol⁻¹
frontier orbital gap	4.546	eV

ORCA input file:
```
! RIJCOSX wB97M-V def2-TZVPD def2/J DEFGRID3
* xyz 0 1
S 5.2984 0.1065 -1.1681
P -2.6421 1.1553 0.3283
O -2.9223 1.7740 -2.8993
O 6.5007 0.8421 -0.6352
O 4.7951 -1.0299 -0.0529
O 5.6879 -0.5498 -2.4436
O -1.2911 -4.3502 -2.3949
N 0.1895 1.1415 1.8012
N -1.0242 0.5741 -0.1541
N -0.4866 -1.2020 1.4663
C -2.5532 2.9487 0.8941
C -1.5870 1.2395 -2.9409
C -0.3815 -5.1404 -2.9867
C 2.0558 1.8585 3.4283
C 0.8801 0.8572 3.0822
C 1.5223 0.4707 -2.0771
C -0.8516 -6.6048 -2.8547
C 1.5969 3.3908 3.5712
C 2.9852 0.9599 -2.5464
C 0.2153 -2.1068 0.5219
C -0.4048 -3.5752 0.4641
C 2.2210 3.9408 4.9408
C -1.6532 -0.2950 -2.5310
C 1.5423 -0.9038 -1.2965
C 2.1295 4.1660 2.2772
C -3.3130 3.9754 -0.0556
C -1.1358 -0.6401 -1.0502
C -0.3350 -4.2560 1.8981
C 3.9407 1.3373 -1.3305
C -0.4114 0.1736 1.1233
C 0.1332 -1.5779 -0.9929
C -1.5574 -4.5170 2.5382
C -5.0012 -0.0123 1.2748
C -1.1460 1.2721 -4.4980
C -3.4317 0.0776 1.6572
H 4.3901 2.3532 -1.5764
H -3.4219 3.6364 -1.1245
H 1.9379 5.0298 5.0364
H -1.4346 -3.5943 0.0114
H -2.4347 -4.7097 1.8451
H -0.3187 -1.4131 2.4499
H 2.1950 -1.6299 -1.8838
H 2.9291 1.7037 2.7279
H 5.3102 -0.7982 0.7526
H 1.0864 1.3329 -1.4870
H 0.1008 0.9598 3.9109
H 0.4760 3.4098 3.7054
H -1.0251 -0.8837 -3.2589
H -0.8119 1.8512 -2.3983
H 1.7820 3.4187 5.8511
H -0.0027 -2.4836 -1.6816
H -0.8962 2.3270 -4.8352
H -2.6825 4.9248 -0.0882
H -2.7197 -0.6613 -2.6551
H -0.1955 -4.9950 -4.0736
H -3.0398 2.4619 -3.5818
H 0.9649 0.2852 -3.0530
H -4.3341 4.2798 0.3106
H 2.1188 -0.7210 -0.3246
H 1.2808 -2.2411 0.8769
H -0.1252 -7.2801 -3.3312
H 2.7944 1.9069 -3.1461
H 3.3419 3.7874 4.9585
H 0.6585 -4.4976 2.3934
H 3.0529 4.7458 2.5828
H 0.6585 -5.1341 -2.5800
H -5.4714 1.0014 1.1299
H -3.0115 3.0670 1.9343
H 2.4348 1.5518 4.4606
H 3.4035 0.2004 -3.2648
H 3.3285 1.4808 -0.3947
H 2.3773 3.3774 1.4949
H 0.2013 2.1054 1.4620
H -5.0205 -0.5144 0.2518
H 1.2948 -0.1932 3.0860
H 1.2990 4.8169 1.8819
H -5.5398 -0.6726 2.0116
H -1.8167 -6.7651 -3.3447
H -2.0881 0.9873 -5.0752
H 0.3084 -4.1668 -0.1992
H -1.6678 -4.4813 3.6542
H -1.9900 -1.2443 -0.5843
H -0.9409 -6.9083 -1.8065
H -3.0689 -0.9869 1.6950
H -3.3987 0.6185 2.6541
H -1.4857 3.3379 1.0052
H -0.3478 0.5163 -4.7444
*
```



(2)
DFT (ωB97M-V with the def2-TZVPD basis set) results for 3 unconnected molecules or ions with the total composition C25H53BrFIN3O10P4S2 at a distorted geometry.

Summary:
molar mass	969.5	g mol⁻¹
frontier orbital gap	5.266	eV

ORCA input file:
```
! RIJCOSX wB97M-V def2-TZVPD def2/J DEFGRID3
* xyz 1 1
I -1.8591 3.7049 3.7070
Br -4.3475 3.4687 0.3823
S 0.4635 -0.1530 1.7027
S 0.4897 4.6560 -2.9347
P -1.1966 4.6865 -2.0410
P -6.8054 -5.2180 -5.2688
P 7.6345 -0.1287 3.8013
P 1.7164 2.4768 1.8635
F -3.1169 -0.7177 -2.2965
O 6.5966 0.6051 2.7881
O -1.2943 -0.8590 -3.5201
O -5.3247 3.4789 -2.1550
O 7.8878 -1.4313 3.1558
O 8.1858 1.3112 4.2315
O -5.8285 -5.6985 -6.2664
O -8.1179 -4.3549 -4.9390
O 6.6872 -0.4158 5.0974
O -5.9528 -4.8614 -3.9175
O -7.6016 -6.5484 -4.8192
N -0.0340 2.6914 -0.1766
N -1.7816 1.0282 -0.5744
N -1.8521 3.0787 -1.6061
C -0.8145 3.9199 1.8417
C -0.1080 2.6200 1.3345
C 7.8699 -1.5589 6.9124
C 0.5196 5.8696 0.7100
C -3.1210 2.7039 -2.2617
C 8.8572 1.5406 5.4742
C 2.8064 3.5233 0.8128
C -8.0748 -2.9578 -4.6559
C 6.7970 -1.6275 5.8443
C 4.9654 -0.8466 1.7418
C -7.3515 -7.8174 -5.4252
C -4.6199 -4.3736 -3.9918
C -4.5530 -2.8680 -4.1649
C -1.8019 -0.5686 -2.5046
C -1.2243 2.2914 -0.7764
C 10.2639 0.9777 5.4886
C 0.0803 5.1736 1.9986
C -1.9528 0.7886 0.8760
C -6.2754 -8.5762 -4.6785
C 1.9281 2.8029 3.6472
C -7.8174 -2.1199 -5.8931
C -0.7960 1.2471 1.7725
C -1.0660 -0.0426 -1.2956
C 6.2063 0.0018 1.5598
C -4.3638 3.2118 -1.5285
H -8.6333 -2.2337 -6.6068
H 7.6560 -0.7666 7.6314
H 1.0206 2.4825 4.1578
H 4.1286 -0.2204 2.0649
H 0.9226 4.9877 2.6582
H -7.7333 -1.0648 -5.6313
H 10.2670 -0.0890 5.2490
H 7.9267 -2.5018 7.4563
H -3.5160 -2.5364 -4.2219
H -0.8447 -0.8908 -0.6491
H 2.1870 3.8239 3.9211
H 6.9724 -2.4815 5.1888
H 0.9523 -0.1317 0.4583
H 2.7207 2.1351 3.9824
H 2.9608 4.5183 1.2365
H 1.3724 6.5032 0.9607
H -2.0675 -0.2819 1.0145
H -3.1765 1.6503 -2.5036
H 0.7139 2.0504 -0.4618
H -7.3543 -2.7466 -3.8646
H -0.0928 0.3150 -1.6385
H -1.5769 4.2041 1.1124
H -9.0538 -2.7056 -4.2478
H -4.1400 -4.6496 -3.0506
H 8.8487 -1.3574 6.4725
H 2.4525 3.5947 -0.2142
H 0.8720 5.1988 -0.0666
H -3.1382 3.2370 -3.2109
H 8.2618 1.1683 6.3080
H -6.8998 -2.4311 -6.3994
H -0.2357 6.5652 0.3474
H -1.1258 1.2099 2.8048
H 10.7227 1.1183 6.4668
H -5.3552 -7.9950 -4.6101
H -2.8902 1.2365 1.2026
H -6.0538 -9.5202 -5.1774
H 3.7857 3.0497 0.7632
H -8.2898 -8.3719 -5.3777
H 5.8260 -1.7851 6.3162
H 10.8822 1.4772 4.7426
H -2.1903 5.1860 -2.8947
H -6.5973 -8.7876 -3.6579
H -5.0638 -2.5548 -5.0777
H -4.0604 -4.8679 -4.7875
H 5.1032 -1.6052 2.5123
H 5.9931 0.8191 0.8663
H -5.0269 -2.3579 -3.3241
H -0.5519 5.8924 2.5206
H 4.6977 -1.3490 0.8104
H 8.9010 2.6232 5.5939
H 7.0220 -0.5747 1.1267
H -1.3020 5.4014 -0.8460
H -7.1021 -7.7045 -6.4789
*
```



(3)
DFT (ωB97M-V with the def2-TZVPD basis set) results for 12 unconnected molecules or ions with the total composition C25H53Cl10N3O18 at a distorted geometry.

Summary:
molar mass	1038.2	g mol⁻¹
frontier orbital gap	9.862	eV

ORCA input file:
```
! RIJCOSX wB97M-V def2-TZVPD def2/J DEFGRID3
* xyz 0 1
Cl 0.1439 0.0931 -4.1555
Cl -0.0008 -3.9504 -5.6894
Cl 1.6570 -7.3185 1.3278
Cl 3.9640 -0.0977 -4.0096
Cl -0.1658 5.2212 1.5443
Cl -0.6461 -5.3221 0.1535
Cl -1.2361 -4.9880 4.9856
Cl -3.2510 -3.5067 2.7436
Cl 7.2082 1.3279 -4.5277
Cl 2.1554 3.9757 -1.8313
O 2.6992 -2.9352 -2.4839
O 1.2084 -2.5518 2.7541
O -4.4467 -0.5201 -2.9359
O 0.7988 -0.4334 -0.9004
O -2.5955 2.7012 3.4196
O -0.2938 1.2231 0.1742
O -4.0119 1.0403 3.9763
O 4.5399 3.1051 0.8928
O -4.4671 -1.9089 -1.1583
O 2.6920 -1.2597 1.9013
O -4.4299 3.2358 4.3894
O -1.0557 -0.8393 0.1775
O 5.8928 3.0954 -0.9079
O -6.1674 -1.7602 -2.6229
O -1.9098 3.9569 -2.1053
O 4.3718 -2.1923 -1.3570
O 4.8863 4.9566 -0.1621
O -2.8818 5.6219 -1.1552
N -2.6343 4.4362 -1.2652
N 3.3907 -2.8779 -1.4864
N 1.7317 -1.4781 2.6026
C 1.1475 -0.3155 3.3359
C 0.8378 5.3948 0.0971
C 2.9721 -3.7652 -0.3549
C -3.2404 3.5522 -0.2623
C -5.7460 2.9365 4.7939
C -0.2454 -1.6437 -4.2384
C 1.3649 4.0101 -0.2431
C 4.5834 1.6786 0.9445
C -4.9686 -1.4430 -2.1442
C -0.1865 0.0787 -0.1802
C 4.5247 1.5607 -3.8405
C 5.5202 5.7514 -1.1371
C 5.5433 1.8730 -4.9250
C -3.7209 2.2010 3.9177
C 1.0693 -5.9273 2.2564
C -0.3751 -5.6561 1.8947
C -6.7532 -2.9496 -2.1539
C -1.7700 1.7878 2.6979
C -0.8079 -2.2428 0.0055
C -3.2413 0.0880 -2.4770
C 0.5561 -2.2986 -5.3083
C 5.1817 3.6435 -0.1155
C 1.7484 0.4681 -1.4159
C -3.4659 -3.4469 4.4821
C -2.9916 -4.7092 5.1571
H 2.6080 -0.0077 -1.8839
H 1.2116 -6.1712 3.3066
H 0.1281 -2.5089 0.4928
H -6.4898 3.4930 4.2217
H 2.0105 3.6242 0.5391
H 0.5568 -1.7202 -6.2329
H 3.4615 -4.7337 -0.4189
H -3.9865 2.9040 -0.7092
H 0.4586 3.4200 -0.3633
H -2.1841 1.4850 1.7445
H -3.4220 0.4812 -1.4748
H -0.7480 -4.7580 2.3725
H -2.9874 -2.5726 4.9187
H -7.8219 -3.0060 -2.3543
H 1.6465 6.0955 0.2974
H -6.2866 -3.8334 -2.5912
H -2.4297 3.0449 0.2613
H 3.9566 1.3174 1.7524
H -3.7197 4.1668 0.4950
H -1.3125 -1.7822 -4.4148
H 5.5995 1.3493 1.1675
H -2.4498 -0.6602 -2.4034
H 1.9002 -3.9095 -0.4375
H -0.0413 -2.0404 -3.2443
H 4.3005 1.2557 -0.0158
H 5.5521 5.3545 -2.1482
H 3.2821 -3.2256 0.5351
H -6.6950 -3.0265 -1.0646
H -6.0149 1.8832 4.7352
H -0.7777 -2.4263 -1.0668
H -2.9456 0.8746 -3.1629
H 4.7925 1.7352 -2.8021
H 1.6194 -2.3709 -5.0765
H 2.1477 1.2254 -0.7438
H -3.5535 -5.5921 4.8590
H 3.6685 2.2054 -4.0583
H -0.9876 -6.5234 2.1234
H 1.4395 1.0283 -2.2998
H -0.7821 2.2207 2.5650
H 0.0830 -0.5000 3.4211
H 6.5117 6.0706 -0.8055
H 4.9551 6.6854 -1.1366
H -1.6005 0.9544 3.3867
H 5.3138 1.3442 -5.8433
H -5.9007 3.2391 5.8313
H -3.1328 -4.6484 6.2372
H 1.3325 0.6040 2.7863
H 0.2255 5.7587 -0.7254
H 1.7054 -5.0722 2.0335
H 1.6485 -0.2008 4.2939
H -4.5378 -3.3488 4.6567
H 5.6142 2.9427 -5.1073
H -1.6050 -2.8012 0.4762
*
```



(4)
DFT (ωB97M-V with the def2-TZVPD basis set) results for 4 unconnected molecules or ions with the total composition C25H53N4O10P at a distorted geometry.

Summary:
molar mass	600.7	g mol⁻¹
frontier orbital gap	8.976	eV

ORCA input file:
```
! RIJCOSX wB97M-V def2-TZVPD def2/J DEFGRID3
* xyz 0 1
P 4.8710 -4.7410 -1.8570
O -3.4782 0.2635 -1.4060
O 5.7510 -2.1474 6.9142
O 3.5509 -1.8059 -5.1333
O 4.2474 -1.0447 4.6446
O -7.2119 3.8530 -2.4335
O 7.2984 -0.7375 4.6832
O -1.9482 -0.8486 0.8433
O -9.6640 3.6627 -0.6144
O -0.4257 0.5638 -1.4029
O -10.0806 4.1706 -3.4708
N 2.0713 -0.7274 -3.6769
N 7.9525 -4.5982 0.4179
N 3.8047 -4.2226 -2.9343
N 4.2062 -1.6301 0.0929
C -10.2262 5.4018 -4.1578
C 6.7079 -1.1128 7.1095
C 6.2371 -3.4516 7.1733
C 3.6239 0.2204 4.5073
C -9.6891 2.4657 0.1417
C -2.6156 -0.0764 -2.4832
C -1.2128 -0.4663 -2.0073
C -0.8901 1.1188 -0.1773
C 3.4348 -1.0516 -4.1043
C 4.9764 -2.0119 -0.7692
C 4.7876 -0.4974 -3.4232
C -9.0961 3.3046 -4.0204
C 5.8858 -1.6679 -3.2976
C 6.5217 -1.7714 4.0722
C -8.0716 2.8480 -2.9771
C -7.8144 4.8891 -1.6664
C -1.4616 -2.1549 1.0924
C -4.1013 1.5310 -1.5325
C 7.3782 -4.2720 -0.6012
C 5.1240 -1.3860 3.5778
C 6.5289 -3.7553 -1.8833
C 6.8174 -0.1805 5.9008
C -0.9866 0.1830 1.0298
C -8.5295 4.4869 -0.3745
C 6.1993 -2.1480 -1.7879
H -0.1709 1.9040 0.0797
H 5.2008 -0.5789 2.8388
H -9.6243 2.4186 -4.3887
H -3.4985 2.2400 -2.1074
H -5.0818 1.4109 -2.0012
H -8.5793 3.7637 -4.8724
H 4.2634 -4.6802 -0.5342
H 5.1265 -6.1269 -2.1213
H -9.2999 5.7242 -4.6423
H 7.0856 -3.9730 -2.8780
H -1.3066 0.7648 1.8994
H 5.8736 0.3440 5.7266
H -0.3847 -2.2469 0.9155
H -0.6481 -0.7744 -2.8939
H 3.4690 0.6333 5.5072
H 3.5671 -4.9578 -3.6210
H -1.6930 -2.4437 2.1223
H -8.8915 5.3921 0.1220
H -4.2435 1.9414 -0.5298
H -10.5123 6.1652 -3.4301
H 6.8832 -1.2344 -3.7109
H -2.5460 0.7329 -3.2207
H 7.5314 0.6073 6.1645
H 6.3755 -0.5291 7.9733
H -8.5433 2.2812 -2.1764
H 7.1750 -1.6596 -1.4402
H 4.6125 0.0996 -2.4544
H -11.0234 5.3137 -4.9012
H 5.2219 0.2706 -4.1806
H 5.9934 -3.7377 8.2013
H -1.9734 -2.8440 0.4131
H -7.4023 2.1379 -3.4749
H -1.2390 -1.3461 -1.3668
H 7.3163 -3.5418 7.0103
H 5.7354 -4.1439 6.4899
H -1.8345 1.6462 -0.3383
H 7.6975 -1.5168 7.3418
H -7.8136 4.0030 0.2962
H 1.5053 -1.5765 -3.5367
H 2.6491 0.0974 4.0268
H 6.4894 -2.6493 4.7149
H -8.6875 2.1109 0.4068
H 2.0404 -0.0879 -2.8693
H -10.2802 2.6166 1.0503
H 4.2326 0.9287 3.9375
H -6.9952 5.5604 -1.3869
H 5.6621 -2.5941 -3.9411
H 7.0978 -2.0809 3.1934
H -3.0592 -0.9449 -2.9817
H -8.4677 5.4944 -2.3011
H 0.0049 -0.2241 1.2483
H -10.1704 1.6909 -0.4634
H 4.6879 -2.2564 3.0765
*
```



(5)
DFT (ωB97M-V with the def2-TZVPD basis set) results for 3 unconnected molecules or ions with the total composition C25H55ClN2O14P3 at a distorted geometry.

Summary:
molar mass	736.1	g mol⁻¹
frontier orbital gap	3.349	eV

ORCA input file:
```
! RIJCOSX wB97M-V def2-TZVPD def2/J DEFGRID3
* xyz -1 1
Cl -2.8194 -1.3404 1.4750
P 2.4068 1.7540 0.5387
P -4.8890 3.5250 -3.7506
P -5.9838 -1.9250 6.3335
O -0.8961 3.1228 0.1108
O 1.7165 2.9388 1.6691
O 0.2258 3.3926 -1.9801
O 1.1245 -2.4834 -4.6925
O 3.4548 -1.9184 -4.2686
O 3.8386 1.0957 1.3625
O -4.5467 -2.4102 6.9794
O -5.3565 -2.1397 4.7356
O -3.4641 3.0147 -4.0201
O -5.9438 -0.3991 6.1510
O -6.6111 -1.7102 7.9314
O -5.1978 3.5829 -5.4518
O -4.5801 3.4671 -2.0494
O -5.8885 2.2228 -3.5980
N 1.2413 0.4647 0.1064
N 3.0428 2.5208 -0.7791
C 0.1679 0.8611 -0.8165
C 1.6588 0.7861 -3.1626
C 7.3080 0.8799 -0.8067
C -3.3445 3.9862 -1.5918
C 0.2720 0.4347 -2.3892
C 6.0860 -1.5743 -0.8619
C 1.1223 -2.1591 -0.4678
C 3.5188 -3.5378 -0.5578
C -4.3818 -1.2282 4.2460
C 1.5546 0.0447 -4.6594
C 7.3734 -0.6970 -0.3461
C 2.0539 -1.5301 -4.5305
C 7.1084 1.8091 0.5624
C -1.4756 0.9520 2.3834
C 4.6150 -3.1932 0.6230
C 1.9489 -0.8161 -0.0808
C -4.6518 2.5725 -6.2895
C 2.0220 -3.4432 0.1187
C -7.2000 2.3141 -4.1182
C -7.6498 -0.7630 8.1035
C -1.2829 0.2143 -0.2841
C -1.2933 -0.2372 1.2778
C -3.9948 -3.6393 6.5506
C 6.1131 -3.0192 -0.0244
C -0.1793 2.5011 -0.8601
H 4.6260 -4.0731 1.3975
H -3.1984 -3.4405 5.8299
H -4.8733 -0.3284 3.8662
H 4.3385 -2.2023 1.1833
H -1.4633 -0.7689 -0.9364
H 2.3690 0.5833 -5.3374
H -3.6538 -0.9655 5.0181
H 4.0889 2.3445 -0.7763
H 6.3560 1.0967 -1.4709
H 2.0774 3.8585 1.4103
H 7.3962 -0.7415 0.8376
H 8.3622 -1.1995 -0.7330
H -2.5484 3.2410 -1.7135
H 3.9259 1.5985 2.2472
H -3.8530 -1.7064 3.4182
H 1.1392 -2.3174 -1.6509
H -7.2344 0.2495 8.1818
H -1.4193 0.4590 3.4610
H 8.3068 1.1845 -1.3736
H 6.8781 -2.9112 0.8705
H -0.5585 1.7094 2.3438
H 2.6429 0.3784 -2.6866
H -5.2259 2.5530 -7.2189
H 5.1037 -0.9636 -0.5957
H 3.5564 -2.7971 -1.4630
H -7.5075 3.3530 -4.2620
H -0.0073 -0.7115 -2.5714
H -7.2421 1.7870 -5.0739
H -4.7485 -4.2836 6.0911
H -8.3700 -0.8202 7.2826
H 0.4703 0.1520 -5.1140
H 2.4792 -1.0770 0.9601
H 8.1675 2.0419 1.0197
H -2.1981 0.9143 -0.5076
H 6.5620 2.8048 0.2420
H 2.0608 -3.3283 1.2826
H -8.1677 -0.9882 9.0405
H 0.0651 -2.2867 0.0046
H -3.0899 4.9097 -2.1193
H 1.8390 1.9232 -3.4043
H -3.4393 4.2069 -0.5245
H 6.4547 1.1965 1.3288
H 4.0333 -1.1462 -4.5460
H -0.5937 1.0348 -2.9527
H -3.5629 -4.1568 7.4135
H -3.6132 2.8130 -6.5318
H -0.4025 -0.9116 1.6296
H -2.4820 1.5393 2.2140
H 2.8654 -0.7470 -0.8445
H -4.7137 1.5863 -5.8219
H 3.6688 -4.6635 -0.9212
H 6.0765 -1.7850 -2.0204
H 1.3578 -4.4021 -0.1074
H 6.4494 -3.9206 -0.6943
H -7.8941 1.8310 -3.4227
*
```



The highest frontier orbital gap belongs to which entry? C25H53Cl10N3O18



Among the records above, which one has the lowest frontier orbital gap? C25H55ClN2O14P3



molar mass of number 1 (C25H52N3O5PS)? 537.7 g mol⁻¹



Which of these has the lowest molar mass? C25H52N3O5PS